(1)
# C14H23AlFO4

A structure of composition C14H23AlFO4 in a non-equilibrium geometry (ωB97M-V/def2-TZVPD, OMol25).

XYZ file:
```
43
C14H23AlFO4 | OMol25 | ωB97M-V/def2-TZVPD
C 4.37284 1.22377 -1.08508
C 3.07387 2.20578 -0.89514
F 3.32965 3.21728 0.19546
Al 1.31942 1.18479 -0.42500
C 0.17202 2.51153 0.65402
C -1.11339 1.84293 1.42135
O -2.32955 2.55980 0.93983
C 0.36309 0.78564 -2.24162
O -0.64344 -0.28427 -2.13961
C -2.01188 0.24558 -2.02515
O -3.06375 -0.77104 -1.86886
C -3.34006 -1.07973 -0.45635
C -4.93064 -1.22719 -0.07724
O -4.97633 -1.59932 1.37172
C 1.63630 -0.62241 0.49291
C 0.40178 -1.74454 0.61127
C 0.57278 -3.23097 1.29342
C 2.00947 -3.73770 1.90343
C 3.26609 -2.63995 1.83130
C 3.08509 -1.12775 1.14400
H 4.01297 0.12090 -1.23787
H 4.98949 1.26928 -0.06470
H 5.06708 1.64142 -1.92960
H 2.82105 2.84504 -1.86504
H 0.87454 3.07526 1.42352
H -0.24692 3.30386 -0.12943
H -1.19149 0.67787 1.34300
H -1.03292 2.12148 2.57867
H -2.12777 3.56093 0.94222
H 1.25095 0.52876 -2.99640
H -0.13129 1.77420 -2.69257
H -2.24623 0.82366 -3.04185
H -2.04153 1.03621 -1.16114
H -2.84079 -2.14411 -0.24984
H -2.85499 -0.34655 0.31657
H -5.47065 -2.08655 -0.66081
H -5.45573 -0.18315 -0.15776
H -4.07922 -2.00742 1.61539
H -0.65294 -1.46711 0.18712
H -0.32778 -3.98838 1.34725
H 2.16673 -4.82056 2.37457
H 4.29937 -3.01697 2.27777
H 4.02470 -0.43029 1.13627
```

Computed properties:
Gap between HOMO and LUMO   7.76 eV
Charge   -1
Highest occupied orbital energy   -4.8050 eV
Molar mass   301.31 g/mol

***

(2)
# C4H4O3

An isolated molecule of C4H4O3 in a non-equilibrium geometry (ωB97M-V/def2-TZVPD, OMol25).

XYZ file:
```
11
C4H4O3 | OMol25 | ωB97M-V/def2-TZVPD
O 0.30351 -0.00719 -2.24834
C -0.50196 -0.35120 -1.26370
C -0.14708 0.16106 0.05069
C 1.21376 -0.13581 0.55266
O 0.85221 1.16684 0.18973
C -1.26417 0.21903 1.05377
O -2.31774 -0.34943 0.93146
H -0.37288 -0.58936 -2.70057
H 1.34928 -0.31323 1.61978
H 1.90295 -0.64648 -0.11964
H -1.01786 0.84579 1.93416
```

Computed properties:
Gap between HOMO and LUMO   9.22 eV
Highest occupied orbital energy   -9.0437 eV
Molar mass   100.07 g/mol
Energy relative to the best compared isomer or geometry (same formula, charge and spin)   5.129 eV

***

(3)
# C10H33O11

A cluster of 7 separate species, C10H33O11 in total in a non-equilibrium geometry (ωB97M-V/def2-TZVPD, OMol25).

XYZ file:
```
54
C10H33O11 | OMol25 | ωB97M-V/def2-TZVPD
O 5.06217 10.75382 15.65978
H 5.45224 10.62119 14.77390
C 3.45566 16.42775 15.78607
O 2.79232 15.32896 15.35496
H 3.02509 17.26999 15.24443
H 3.40411 16.61436 16.85873
H 4.47153 16.22689 15.44581
H 3.34113 14.54268 15.40176
C 5.37746 4.69687 10.93735
O 4.08560 4.11841 10.70562
H 5.90161 4.05603 11.64634
H 5.95655 5.07077 10.09297
H 5.29807 5.66167 11.43830
H 3.37556 4.76196 10.64831
C 3.45554 13.70915 22.13458
C 2.50218 14.20219 23.25961
O 3.29616 14.42239 24.42792
O 2.84308 13.21137 20.95403
H 4.10527 12.88681 22.43408
H 4.06940 14.51761 21.73751
H 1.89933 13.30829 23.41964
H 2.01467 15.12936 22.95829
H 2.70187 14.48003 25.17966
H 3.51534 12.92302 20.33233
C 1.00596 7.15860 16.54384
C 0.09588 8.36036 16.26276
O 0.74915 9.23513 15.32766
O 2.07393 7.46175 17.38132
H 1.41208 6.70481 15.63982
H 0.40530 6.44928 17.11322
H -0.21155 8.92610 17.14227
H -0.90181 8.06987 15.93362
H 1.63062 9.42749 15.65568
H 2.48892 8.20305 16.93425
C 2.01820 12.96266 9.39912
C 2.86599 11.79345 9.82291
O 2.09015 10.66653 10.02363
O 1.10333 13.38377 10.42424
H 1.44094 12.81216 8.48687
H 2.65181 13.81039 9.13841
H 3.44939 12.09326 10.69347
H 3.52782 11.52179 9.00054
H 1.64241 10.72999 10.87044
H 1.62578 13.52040 11.21795
C 10.08464 11.42550 18.01815
C 10.05923 10.01034 18.58252
O 9.20199 9.21894 17.74779
O 8.85984 12.11321 18.08001
H 10.30126 11.42377 16.94990
H 10.83830 12.06633 18.47580
H 9.64617 10.08860 19.58817
H 11.04998 9.56712 18.68290
H 8.35119 9.65266 17.64975
H 8.27426 11.63362 17.48952
```

Computed properties:
Gap between HOMO and LUMO   5.50 eV
Charge   -1
Highest occupied orbital energy   -3.1324 eV
Molar mass   329.36 g/mol

***

(4)
# C6H7NO

A structure of composition C6H7NO in a non-equilibrium geometry (ωB97M-V/def2-TZVPD, OMol25).

XYZ file:
```
15
C6H7NO | OMol25 | ωB97M-V/def2-TZVPD
C 2.24066 0.81168 0.11668
C 1.77307 -0.40771 0.61822
C -0.53008 -1.08795 -0.59983
C 1.05698 1.08223 -0.50787
C -1.00124 -0.50771 0.73410
C 0.41091 -0.15274 0.04437
N -2.61025 0.68584 -0.33911
O -2.09478 0.19611 0.80113
H 3.21813 1.34874 -0.01079
H 2.43717 -1.11801 1.17972
H -0.46730 -2.13969 -0.66860
H -1.08955 -0.58755 -1.35214
H 0.84903 1.64454 -1.48839
H -1.05276 -1.25935 1.47638
H -3.13997 1.49159 -0.00387
```

Computed properties:
Gap between HOMO and LUMO (spin up / spin down)   8.51 / 7.55 eV
Highest occupied orbital energy (spin up / spin down)   -8.3003 / -7.5302 eV
Molar mass   109.13 g/mol
Energy relative to the best compared isomer or geometry (same formula, charge and spin)   7.759 eV

***

DFT total energy for the records above, in order: -1190.116321; -380.358540; -1228.260693; -362.528359 a.u.